Computed, not measured: C4H8N2O2 as an isolated structure in a non-equilibrium geometry, with ωB97M-V/def2-TZVPD.

The geometry in XYZ format:
```
16
Properties=species:S:1:pos:R:3:mulliken_charge:R:1
C 0.955 1.000 -1.078 -0.200
N -0.816 0.260 -0.870 -0.317
C -0.496 -0.271 0.350 0.703
N -1.644 1.353 -0.825 -0.413
C 0.115 -1.610 0.291 -0.316
C 0.624 -2.200 1.369 -0.733
O 1.067 1.910 -0.123 -0.472
O -0.476 0.443 1.387 -0.701
H 0.691 1.507 0.760 0.433
H -2.561 1.131 -1.184 0.232
H -1.663 1.906 0.027 0.240
H 0.816 1.421 -2.071 0.315
H 1.595 0.120 -0.999 0.291
H 0.146 -2.075 -0.689 0.397
H 0.595 -1.704 2.327 0.271
H 1.053 -3.191 1.327 0.270
```

Summary:
- Molecular weight: 116.12 g mol⁻¹
- Energy above the lowest of the compared OMol25 structures with the same formula, charge and spin: 4.221 eV

Computed, not measured: C4H8N2O2 as an isolated structure in a non-equilibrium geometry, with ωB97M-V/def2-TZVPD.

The geometry in XYZ format:
```
16
Properties=species:S:1:pos:R:3:mulliken_charge:R:1
C -1.702 1.191 -0.150 -0.816
C -1.989 -0.226 0.182 0.595
C 1.138 -0.293 0.549 0.700
C 2.492 0.006 0.035 -1.039
H -2.694 1.799 -0.209 0.336
H -1.570 1.308 -1.412 0.242
H -0.775 1.695 0.559 0.198
H -1.199 -2.181 0.590 0.331
H 0.413 -1.065 -1.675 0.371
H 3.054 -1.002 0.004 0.251
H 2.611 0.553 -0.965 0.293
H 3.078 0.687 0.655 0.326
N -0.987 -1.143 -0.237 -0.568
N 0.312 -0.703 -0.468 -0.043
O -2.910 -0.619 0.852 -0.587
O 0.729 -0.005 1.690 -0.590
```

Summary:
- Molecular weight: 116.12 g mol⁻¹
- Energy above the lowest of the compared OMol25 structures with the same formula, charge and spin: 5.216 eV

Computed, not measured: C4H8N2O2 as an isolated structure in a non-equilibrium geometry, with ωB97M-V/def2-TZVPD.

The geometry in XYZ format:
```
16
Properties=species:S:1:pos:R:3:mulliken_charge:R:1
C -2.585 0.021 -0.100 -0.971
C -1.052 0.284 0.386 0.316
C -0.245 -0.994 -0.137 -0.195
C 3.254 -0.204 -0.007 0.137
H -3.356 -0.163 1.310 0.228
H -3.084 1.205 -0.494 0.254
H -2.938 -0.739 -1.060 0.300
H -0.827 0.516 1.368 0.391
H 0.340 1.316 -1.170 0.395
H -0.887 -1.617 -0.852 0.235
H 1.377 0.875 0.274 0.290
H 3.363 -1.297 0.126 0.324
N 0.999 -1.091 0.016 -0.263
N 1.824 -0.100 0.558 -0.225
O -0.296 1.351 -0.062 -0.760
O 4.112 0.637 -0.155 -0.455
```

Summary:
- Molecular weight: 116.12 g mol⁻¹
- Energy above the lowest of the compared OMol25 structures with the same formula, charge and spin: 9.518 eV

Computed, not measured: a 2-piece molecular cluster, C4H8N2O2 overall in a non-equilibrium geometry, with ωB97M-V/def2-TZVPD.

The geometry in XYZ format:
```
16
Properties=species:S:1:pos:R:3:mulliken_charge:R:1
C -3.246 0.217 -0.043 0.721
C 0.464 0.596 -0.575 0.015
C 0.433 2.031 -0.121 -0.964
C -0.095 -1.707 -0.452 -0.929
N -0.748 -0.058 1.223 -1.133
N -0.141 -0.329 0.154 0.693
O -3.983 -0.529 0.412 -0.387
O -2.651 1.028 -0.594 -0.357
H 0.996 0.303 -1.495 0.266
H -0.215 2.698 -0.719 0.242
H 1.422 2.697 -0.047 0.279
H -0.211 2.036 0.800 0.317
H -0.202 -1.550 -1.495 0.335
H 0.791 -2.291 -0.397 0.339
H -0.789 -2.282 0.089 0.331
H -1.235 -0.910 1.751 0.232
```

Summary:
- Molecular weight: 116.12 g mol⁻¹
- Energy above the lowest of the compared OMol25 structures with the same formula, charge and spin: 3.799 eV

Computed, not measured: one molecule with the formula C4H8N2O2S in a non-equilibrium geometry, with ωB97M-V/def2-TZVPD.

The geometry in XYZ format:
```
17
Properties=species:S:1:pos:R:3:mulliken_charge:R:1
H -0.515 1.572 0.620 0.331
N -1.503 1.482 0.409 -0.770
C -1.916 0.468 -0.161 0.690
N -3.226 0.462 -0.529 -0.476
S -1.050 -1.040 -0.674 -0.244
C 0.103 -1.125 0.682 -0.683
C 1.612 -1.002 0.275 -0.393
C 1.973 0.391 -0.259 0.520
O 1.402 1.394 0.053 -0.588
O 3.106 0.378 -0.957 -0.444
H -3.643 1.330 -0.744 0.242
H -3.618 -0.493 -0.826 0.204
H -0.100 -0.200 1.286 0.286
H -0.083 -2.027 1.299 0.379
H 1.943 -1.790 -0.451 0.315
H 2.268 -1.084 1.182 0.284
H 3.248 1.284 -1.203 0.347
```

Summary:
- Structure (SMILES): [H]/N=C(/N)SCCC(=O)O
- Molecular weight: 148.19 g mol⁻¹
- Energy above the lowest of the compared OMol25 structures with the same formula, charge and spin: 0.000 eV

Computed, not measured: one molecule with the formula C4H8N2O2S in a non-equilibrium geometry, with ωB97M-V/def2-TZVPD.

The geometry in XYZ format:
```
17
Properties=species:S:1:pos:R:3:mulliken_charge:R:1
C 0.601 2.094 0.148 -0.036
C -0.901 0.429 1.706 -0.442
C -0.580 -0.984 1.233 -0.471
C -0.447 0.879 0.267 -0.087
N 0.140 -0.467 0.067 -0.190
N 1.513 -1.577 -1.824 -0.575
O 0.574 3.107 0.760 -0.449
O -0.526 0.019 -2.447 -0.522
S -0.235 -1.094 -1.588 0.527
H 1.274 1.754 -0.732 0.199
H -2.036 0.455 1.976 0.228
H -0.248 0.809 2.557 0.237
H -0.011 -1.564 1.965 0.280
H -1.483 -1.470 1.012 0.291
H -1.241 1.009 -0.382 0.494
H 1.996 -0.911 -2.471 0.259
H 1.611 -2.489 -2.247 0.258
```

Summary:
- Molecular weight: 148.19 g mol⁻¹
- Energy above the lowest of the compared OMol25 structures with the same formula, charge and spin: 3.366 eV

Computed, not measured: one molecule with the formula C4H8N2O3 in a non-equilibrium geometry, with ωB97M-V/def2-TZVPD.

The geometry in XYZ format:
```
17
Properties=species:S:1:pos:R:3:mulliken_charge:R:1
N 2.781 0.268 0.729 -0.430
C 1.711 0.037 -0.058 0.379
O 1.638 -0.734 -1.001 -0.697
C 0.555 0.967 0.153 -0.633
C -0.744 0.613 -0.463 -0.079
N -1.562 1.806 -0.419 -0.729
C -1.354 -0.662 0.195 0.459
O -2.381 -0.629 0.861 -0.592
O -0.767 -1.875 -0.121 -0.525
H 3.515 -0.455 0.734 0.290
H 2.641 0.653 1.697 0.275
H 0.806 2.016 -0.184 0.403
H 0.411 1.315 1.234 0.357
H -0.627 0.217 -1.429 0.508
H -2.383 1.654 -0.981 0.290
H -1.904 1.914 0.529 0.282
H 0.077 -1.657 -0.645 0.443
```

Summary:
- Structure (SMILES): NC(=O)C[C@H](N)C(=O)O
- Molecular weight: 132.12 g mol⁻¹
- Energy above the lowest of the compared OMol25 structures with the same formula, charge and spin: 0.643 eV

Computed, not measured: a 2-piece molecular cluster, C4H8N2O3 overall in a non-equilibrium geometry, with ωB97M-V/def2-TZVPD.

The geometry in XYZ format:
```
17
Properties=species:S:1:pos:R:3:mulliken_charge:R:1
C 1.844 -1.235 0.889 -0.750
C 0.494 -0.737 1.014 1.059
C 0.627 -0.595 -1.956 -0.608
C -1.097 0.845 1.522 -0.801
N 1.808 -2.520 0.811 -0.180
N -0.227 -1.857 1.376 -0.081
O 0.592 -2.955 1.156 -0.134
O -0.241 -0.513 -0.960 -0.590
O 0.256 0.439 1.562 -0.296
H 2.756 -0.765 0.733 0.459
H 0.180 -0.395 -3.022 0.204
H 1.067 -1.620 -1.951 0.242
H 1.502 0.154 -1.886 0.205
H -1.752 0.202 2.247 0.250
H -1.446 0.891 0.573 0.398
H -1.154 1.880 1.801 0.311
H -1.177 -2.117 1.073 0.314
```

Summary:
- Molecular weight: 132.12 g mol⁻¹
- Energy above the lowest of the compared OMol25 structures with the same formula, charge and spin: 7.752 eV